Entry from the Open Molecules 2025 dataset: a molecular structure, C62H69IN3PY (the ωB97M-V functional and the def2-TZVPD basis).

Calculated total energy in hartree: -3245.69617
Gap between HOMO and LUMO in hartree: 0.17764
Total charge: -1
M in Da: 1103.04

XYZ file:
```
137
Properties=species:S:1:pos:R:3:forces:R:3:lowdin_charge:R:1
Y 0.616 -0.201 -0.202 0.45 -0.38 -0.07 1.44
C 1.453 2.122 -3.083 0.11 0.00 0.00 -0.26
C 1.957 1.564 -1.889 -0.27 0.15 -0.01 -0.28
C 1.567 2.424 -0.825 -0.08 0.10 -0.13 -0.24
C 0.874 3.515 -1.385 0.07 0.06 0.02 -0.20
C 0.816 3.340 -2.770 -0.02 0.00 -0.01 -0.27
H 1.595 1.715 -4.075 -0.03 0.04 -0.01 0.07
H 2.636 0.723 -1.822 -0.04 -0.02 0.00 0.07
H 1.939 2.401 0.185 -0.03 0.00 0.04 0.06
H 0.504 4.363 -0.827 0.02 -0.01 -0.02 0.07
H 0.330 3.999 -3.477 0.00 0.00 -0.02 0.08
C -1.220 -3.413 -0.816 0.01 0.01 -0.02 -0.08
N -1.723 -2.075 -0.506 -0.09 0.00 0.04 -0.26
C -2.856 -1.813 -1.384 0.05 0.00 -0.01 -0.13
C -2.227 -2.086 0.878 -0.03 0.04 -0.02 -0.19
C -1.135 -2.302 1.890 0.00 0.03 -0.03 -0.29
C -1.339 -3.221 2.914 0.02 0.01 0.01 -0.08
C -0.347 -3.443 3.860 -0.02 0.00 0.01 -0.11
C 0.858 -2.768 3.739 0.07 -0.06 -0.03 -0.11
C 1.053 -1.871 2.691 -0.15 0.10 0.03 -0.15
C 0.055 -1.567 1.749 0.04 0.01 0.16 -0.17
H -1.998 -4.166 -0.609 0.00 0.00 0.00 0.10
H -0.355 -3.623 -0.202 -0.01 0.03 -0.01 0.05
H -0.933 -3.479 -1.864 0.01 0.00 -0.01 0.08
H -3.611 -2.611 -1.298 0.00 0.00 0.00 0.10
H -2.525 -1.758 -2.421 0.00 0.00 0.01 0.07
H -3.327 -0.871 -1.112 0.01 -0.01 0.01 0.05
H -3.001 -2.868 0.969 0.01 0.00 0.02 0.12
H -2.723 -1.131 1.051 0.03 -0.06 0.00 0.08
H -2.278 -3.766 2.972 0.00 0.00 0.00 0.10
H -0.507 -4.151 4.665 0.00 0.00 0.00 0.09
H 1.654 -2.949 4.453 0.00 -0.01 0.00 0.09
H 2.012 -1.370 2.610 0.01 0.00 0.03 0.07
I -1.508 1.286 -2.729 -0.01 0.12 -0.20 1.25
C -3.576 0.871 -2.819 -0.02 -0.04 -0.08 -0.61
C -3.943 0.197 -3.955 0.01 0.02 0.01 -0.18
C -5.291 0.057 -4.334 -0.01 0.02 0.03 -0.08
C -6.253 0.677 -3.600 0.02 -0.01 0.00 -0.04
C -5.913 1.390 -2.424 -0.08 0.01 0.00 -0.16
C -6.933 2.095 -1.740 0.02 0.00 0.00 -0.04
C -6.651 2.816 -0.622 0.03 -0.02 -0.01 -0.07
C -5.350 2.762 -0.088 -0.01 0.01 -0.01 -0.10
C -4.334 2.050 -0.679 0.00 0.02 0.03 -0.30
P -2.825 1.784 0.375 -0.02 -0.03 0.04 1.06
C -2.605 3.503 0.972 -0.03 0.00 0.04 -0.38
C -2.026 4.398 0.075 -0.02 0.01 -0.02 -0.11
C -1.809 5.716 0.440 -0.01 0.01 0.00 -0.08
C -2.162 6.155 1.709 0.02 0.01 0.00 -0.09
C -2.739 5.271 2.607 -0.01 -0.01 0.00 -0.09
C -2.963 3.950 2.241 0.02 0.00 -0.03 -0.11
C -3.542 0.953 1.846 0.01 0.04 0.03 -0.40
C -2.619 0.664 2.855 -0.04 0.02 0.04 -0.13
C -2.988 -0.055 3.978 0.00 -0.01 -0.01 -0.07
C -4.290 -0.523 4.101 0.02 -0.01 0.02 -0.08
C -5.208 -0.265 3.096 -0.01 0.00 -0.03 -0.08
C -4.840 0.469 1.974 -0.03 0.01 0.01 -0.08
C -4.568 1.429 -1.952 0.06 0.02 0.01 -0.20
H -3.174 -0.208 -4.600 0.02 0.00 0.01 0.08
H -5.539 -0.498 -5.230 -0.01 0.01 0.00 0.10
H -7.294 0.649 -3.900 0.00 -0.01 -0.01 0.11
H -7.938 2.061 -2.146 -0.01 0.01 0.01 0.11
H -7.418 3.386 -0.114 -0.01 0.00 0.00 0.10
H -5.163 3.262 0.854 0.02 0.00 0.01 0.10
H -1.726 4.051 -0.908 -0.01 0.02 0.01 0.07
H -1.346 6.398 -0.263 0.00 0.00 0.00 0.11
H -1.979 7.182 1.998 0.00 0.00 0.00 0.10
H -3.012 5.604 3.601 0.00 0.00 0.00 0.10
H -3.403 3.264 2.954 -0.02 -0.01 0.01 0.10
H -1.584 0.967 2.742 0.04 0.01 0.00 0.08
H -2.246 -0.284 4.732 0.00 -0.01 0.01 0.11
H -4.577 -1.109 4.965 0.00 0.01 0.00 0.10
H -6.220 -0.644 3.176 0.00 -0.01 0.00 0.10
H -5.570 0.643 1.195 0.00 0.00 0.00 0.10
C 0.461 -1.227 -5.026 -0.02 -0.01 -0.04 -0.10
C 1.315 -1.397 -3.777 0.09 0.01 0.03 -0.39
C 2.776 -1.026 -4.061 -0.01 0.00 -0.01 -0.05
C 1.277 -2.783 -3.166 -0.02 -0.05 0.02 -0.15
C 0.919 -3.884 -3.931 0.01 0.01 0.02 -0.06
C 1.007 -5.170 -3.418 -0.02 -0.02 -0.02 -0.10
C 1.467 -5.346 -2.125 0.01 -0.01 0.02 -0.06
C 1.807 -4.271 -1.309 -0.04 0.02 0.02 -0.15
C 2.225 -4.566 0.126 0.05 0.04 -0.01 -0.37
C 3.618 -5.205 0.155 0.00 0.00 0.03 -0.07
C 1.253 -5.477 0.882 -0.03 -0.04 0.02 -0.06
C 1.699 -2.957 -1.824 -0.03 0.10 -0.08 -0.22
N 1.956 -1.812 -1.053 -0.09 -0.17 -0.03 -0.12
C 3.215 -1.793 -0.432 0.00 0.03 0.04 -0.22
C 3.560 -0.841 0.444 -0.04 -0.02 -0.02 -0.23
N 2.687 0.184 0.823 0.09 0.07 0.07 -0.10
C 3.332 1.226 1.498 0.00 0.06 0.00 -0.21
C 2.714 1.885 2.589 -0.01 -0.03 0.03 -0.15
C 3.434 2.787 3.363 -0.01 -0.02 0.00 -0.06
C 4.746 3.113 3.075 0.03 0.01 0.00 -0.10
C 5.304 2.593 1.920 0.01 0.00 0.00 -0.06
C 4.614 1.709 1.101 -0.02 -0.02 -0.02 -0.14
C 5.207 1.444 -0.278 -0.01 -0.02 0.02 -0.39
C 6.598 0.810 -0.225 0.01 -0.01 -0.01 -0.07
C 5.238 2.742 -1.091 0.00 0.00 -0.01 -0.06
C 1.250 1.694 2.932 -0.01 0.06 -0.12 -0.38
C 1.044 1.092 4.320 -0.02 -0.01 0.01 -0.05
C 0.506 3.029 2.816 0.03 0.01 0.00 -0.05
H 0.429 -0.172 -5.309 0.00 0.00 0.00 0.06
H -0.566 -1.562 -4.860 -0.01 0.00 0.01 0.07
H 0.866 -1.784 -5.875 0.00 -0.01 0.01 0.07
H 0.953 -0.676 -3.040 -0.03 -0.01 -0.02 0.05
H 3.208 -1.730 -4.777 -0.01 -0.01 -0.01 0.09
H 3.362 -1.068 -3.142 0.02 -0.01 -0.01 0.07
H 2.856 -0.019 -4.474 0.00 -0.01 0.00 0.07
H 0.582 -3.743 -4.950 0.00 0.00 -0.01 0.10
H 0.723 -6.023 -4.022 0.01 -0.01 -0.01 0.09
H 1.534 -6.350 -1.720 0.01 -0.01 -0.01 0.10
H 2.264 -3.622 0.667 0.02 0.02 0.01 0.10
H 3.604 -6.175 -0.350 -0.01 0.00 0.00 0.07
H 3.944 -5.367 1.185 0.00 0.01 0.00 0.08
H 4.362 -4.585 -0.344 0.00 0.01 -0.01 0.07
H 1.166 -6.459 0.412 0.00 0.00 0.00 0.07
H 0.255 -5.048 0.970 0.03 -0.01 0.00 0.06
H 1.621 -5.629 1.899 0.01 0.00 0.01 0.08
H 3.929 -2.562 -0.700 0.01 -0.04 0.03 0.10
H 4.551 -0.861 0.884 0.01 -0.02 0.02 0.10
H 2.946 3.246 4.216 0.01 0.01 0.01 0.10
H 5.300 3.801 3.702 0.00 0.00 0.00 0.09
H 6.291 2.922 1.613 0.00 0.01 0.01 0.10
H 4.553 0.757 -0.808 -0.01 0.00 0.01 0.09
H 7.315 1.465 0.276 0.00 0.01 0.01 0.07
H 6.970 0.624 -1.235 -0.01 0.00 0.00 0.07
H 6.583 -0.140 0.311 0.00 -0.01 0.00 0.07
H 5.896 3.484 -0.630 0.01 0.00 0.00 0.07
H 4.238 3.170 -1.173 0.00 0.01 0.01 0.07
H 5.604 2.546 -2.102 0.00 0.00 0.00 0.08
H 0.821 1.003 2.196 0.00 -0.08 0.14 0.07
H 1.438 1.768 5.083 0.00 0.00 0.00 0.08
H 1.545 0.131 4.418 0.01 0.00 0.00 0.07
H -0.019 0.942 4.529 -0.01 -0.01 -0.01 0.06
H 0.869 3.737 3.565 0.01 0.00 -0.02 0.08
H -0.563 2.906 2.984 -0.05 -0.02 0.02 0.05
H 0.647 3.481 1.832 -0.03 -0.01 -0.01 0.08
```
Forces are in eV/Å.